[1]
This record from the Open Molecules 2025 dataset describes a 2-piece molecular cluster, C24H20Cl2N overall. The level of theory is ωB97M-V/def2-TZVPD.

Last columns: bonded neighbours and bond lengths (Å).
Atoms and positions in Å:
1 Cl -5.73861 3.95799 -2.38774  C21 1.713
2 Cl 7.22372 3.97549 -2.30673  C9 1.715
3 N -0.87823 -2.00873 1.48236  C15 1.407, C18 1.195
4 C 1.96622 1.08443 -2.04909  C16 1.445, C26 1.397, H41 1.093
5 C -0.83881 -4.92917 1.02313  C12 1.489, H36 1.095, H46 1.085, H47 1.094
6 C 4.45029 1.10115 -2.21548  C8 1.394, C16 1.436, H34 1.083
7 C -1.24072 -3.31899 4.96054  C13 1.398, C17 1.397, H42 1.096
8 C 5.67267 1.76821 -2.27249  C6 1.394, C9 1.402, H33 1.086
9 C 5.70982 3.16986 -2.28890  Cl2 1.715, C8 1.402, C23 1.410
10 C -1.79441 1.71258 -1.89744  C19 1.422, C25 1.458, C27 1.428
11 C 3.28723 3.23433 -2.18694  C16 1.420, C23 1.392, H45 1.097
12 C -0.97530 -4.30020 2.36535  C5 1.489, C15 1.412, C22 1.398
13 C -1.18295 -2.43239 3.88113  C7 1.398, C15 1.412, C24 1.488
14 C -3.03705 3.82073 -2.19313  C19 1.394, C21 1.406, H31 1.086
15 C -1.02050 -2.90245 2.55989  N3 1.407, C12 1.412, C13 1.412
16 C 3.20801 1.81699 -2.14487  C4 1.445, C6 1.436, C11 1.420
17 C -1.16197 -4.69805 4.75381  C7 1.397, C22 1.397, H35 1.095
18 C -0.74750 -1.24210 0.57539  N3 1.195
19 C -1.83754 3.12614 -2.04620  C10 1.422, C14 1.394, H30 1.089
20 C -4.24294 1.71142 -2.17021  C21 1.408, C27 1.392, H38 1.086
21 C -4.25498 3.11870 -2.21975  Cl1 1.713, C14 1.406, C20 1.408
22 C -1.03394 -5.18091 3.44961  C12 1.398, C17 1.397, H29 1.096
23 C 4.50613 3.90283 -2.25862  C9 1.410, C11 1.392, H43 1.086
24 C -1.27630 -0.98569 4.21854  C13 1.488, H32 1.085, H37 1.094, H44 1.094
25 C -0.53034 1.04916 -1.59970  C10 1.458, C26 1.409, H39 1.107
26 C 0.68347 1.63590 -2.00826  C4 1.397, C25 1.409, H28 1.088
27 C -3.04048 1.02664 -2.02051  C10 1.428, C20 1.392, H40 1.089
28 H 0.65282 2.67025 -2.34283  C26 1.088
29 H -0.96850 -6.25388 3.23576  C22 1.096
30 H -0.92017 3.71014 -1.98990  C19 1.089
31 H -3.04883 4.89989 -2.31240  C14 1.086
32 H -1.23308 -0.30785 3.37216  C24 1.085
33 H 6.60307 1.20803 -2.29331  C8 1.086
34 H 4.43496 0.01917 -2.24813  C6 1.083
35 H -1.19914 -5.39062 5.60177  C17 1.095
36 H -1.67583 -5.61442 0.85545  C5 1.095
37 H -0.46748 -0.72375 4.90737  C24 1.094
38 H -5.17796 1.16909 -2.27769  C20 1.086
39 H -0.56519 0.11469 -1.00744  C25 1.107
40 H -3.03971 -0.06176 -1.98620  C27 1.089
41 H 2.08918 0.00099 -1.97038  C4 1.093
42 H -1.34183 -2.89050 5.96425  C7 1.096
43 H 4.55896 4.98733 -2.27863  C23 1.086
44 H -2.21024 -0.79744 4.75723  C24 1.094
45 H 2.36430 3.82750 -2.18251  C11 1.097
46 H -0.79699 -4.23723 0.18815  C5 1.085
47 H 0.06665 -5.54349 1.00356  C5 1.094

Its highest occupied orbital energy is -11.160 eV. The gap between HOMO and LUMO is 0.2039 Eh. Its total charge is +1. The value obtained for the energy above the lowest of the compared OMol25 structures with the same formula, charge and spin is 40.2 kcal per mole.

And the Mulliken charges, in e, turn out to be: number 1, Cl, carries -0.15; number 2, Cl, carries -0.15; number 3, N, carries -0.12; number 4, C, carries -0.52; number 5, C, carries -1.50; number 6, C, carries -0.44; number 7, C, carries -0.76; number 8, C, carries -0.72; number 9, C, carries 0.44; number 10, C, carries 0.44; number 11, C, carries -0.21; number 12, C, carries 1.11; number 13, C, carries 1.11; number 14, C, carries -0.86; number 15, C, carries -0.20; number 16, C, carries 0.93; number 17, C, carries -0.49; number 18, C, carries -0.20; number 19, C, carries -0.27; number 20, C, carries -0.66; number 21, C, carries 0.44; number 22, C, carries -0.76; number 23, C, carries -0.83; number 24, C, carries -1.52; number 25, C, carries 0.59; number 26, C, carries -0.43; number 27, C, carries -0.27; number 28, H, carries 0.19; number 29, H, carries 0.40; number 30, H, carries 0.38; number 31, H, carries 0.40; number 32, H, carries 0.29; number 33, H, carries 0.40; number 34, H, carries 0.37; number 35, H, carries 0.38; number 36, H, carries 0.35; number 37, H, carries 0.35; number 38, H, carries 0.41; number 39, H, carries 0.13; number 40, H, carries 0.42; number 41, H, carries 0.40; number 42, H, carries 0.40; number 43, H, carries 0.41; number 44, H, carries 0.35; number 45, H, carries 0.34; number 46, H, carries 0.29; number 47, H, carries 0.34

---

[2]
This record from the Open Molecules 2025 dataset describes one molecule with the formula C3H8ClNS. The level of theory is ωB97M-V/def2-TZVPD.

Last columns: bonded neighbours and bond lengths (Å).
Atoms and positions in Å:
1 Cl -1.06840 -0.46491 0.45216  S2 2.517, C5 1.792
2 S 0.16173 1.64579 -0.15529  Cl1 2.517, N3 1.715, H14 1.337
3 N 1.02890 1.84843 -1.62037  S2 1.715, C6 1.270
4 C 0.25261 -2.34995 1.93439  C5 1.516, H7 1.095, H10 1.095, H12 1.094
5 C -0.75228 -2.19232 0.80976  Cl1 1.792, C4 1.516, H8 1.091, H11 1.087
6 C 1.45201 0.78809 -2.17627  N3 1.270, H9 1.089, H13 1.095
7 H -0.11493 -1.88479 2.85449  C4 1.095
8 H -1.71441 -2.64043 1.06373  C5 1.091
9 H 2.00494 0.89953 -3.10781  C6 1.089
10 H 0.42188 -3.41457 2.12529  C4 1.095
11 H -0.39254 -2.64014 -0.11280  C5 1.087
12 H 1.20908 -1.88804 1.67156  C4 1.094
13 H 1.30376 -0.22589 -1.79149  C6 1.095
14 H -0.05906 2.95123 0.03028  S2 1.337

Its highest occupied orbital energy is -8.757 eV. The gap between HOMO and LUMO is 0.3524 Eh. The value obtained for the energy above the lowest of the compared OMol25 structures with the same formula, charge and spin is 46.5 kcal per mole.

And the Mulliken charges, in e, turn out to be: number 1, Cl, carries -0.21; number 2, S, carries -0.03; number 3, N, carries -0.35; number 4, C, carries -1.00; number 5, C, carries -0.26; number 6, C, carries -0.15; number 7, H, carries 0.29; number 8, H, carries 0.31; number 9, H, carries 0.26; number 10, H, carries 0.31; number 11, H, carries 0.26; number 12, H, carries 0.29; number 13, H, carries 0.16; number 14, H, carries 0.10

---

[3]
This record from the Open Molecules 2025 dataset describes an isolated ion of composition C8H18Cl2N3S2 and charge +1. The level of theory is ωB97M-V/def2-TZVPD.

Last columns: bonded neighbours and bond lengths (Å).
Atoms and positions in Å:
1 Cl -1.53247 -3.96812 3.12609  C11 1.768
2 Cl 1.66935 -3.43307 0.32110  C8 1.785
3 S -0.82254 -1.47477 1.82453  S4 2.058, C11 1.861, C12 1.797
4 S -2.83604 -1.60364 1.42021  S3 2.058, H32 1.344
5 N 0.46247 3.21133 -2.31264  C9 1.464, C14 1.389, H20 1.012
6 N 0.35054 5.31841 -1.19344  C14 1.425, H25 1.016, H27 1.011
7 N 1.77896 4.90160 -3.06578  C14 1.259, H29 1.013
8 C 0.15041 -4.05264 1.02437  Cl2 1.785, C11 1.524, C13 1.538, H30 1.074
9 C -0.25459 2.67545 -1.15454  N5 1.464, C10 1.531, H17 1.086, H22 1.078
10 C -0.28319 1.14457 -1.18041  C9 1.531, C15 1.507, H31 1.079, H33 1.081
11 C -0.22531 -3.19113 2.22345  Cl1 1.768, S3 1.861, C8 1.524, H23 1.077
12 C -0.14164 -0.91333 0.25960  S3 1.797, C15 1.544, H18 1.073, H19 1.079
13 C 0.41625 -5.50181 1.46476  C8 1.538, H16 1.076, H21 1.073, H28 1.077
14 C 0.92017 4.51994 -2.22747  N5 1.389, N6 1.425, N7 1.259
15 C -0.29764 0.62250 0.23321  C10 1.507, C12 1.544, H24 1.083, H26 1.082
16 H -0.43981 -6.13212 1.29536  C13 1.076
17 H 0.23608 2.96103 -0.22830  C9 1.086
18 H 0.90317 -1.14714 0.19159  C12 1.073
19 H -0.67040 -1.32968 -0.58390  C12 1.079
20 H 1.27400 2.64668 -2.52692  N5 1.012
21 H 1.26626 -5.86716 0.92149  C13 1.073
22 H -1.25147 3.08043 -1.09077  C9 1.078
23 H 0.61809 -3.13134 2.88980  C11 1.077
24 H -1.17833 0.92869 0.78501  C15 1.083
25 H 0.89479 5.18509 -0.34613  N6 1.016
26 H 0.56170 1.02425 0.75271  C15 1.082
27 H 0.44520 6.29581 -1.43273  N6 1.011
28 H 0.69645 -5.54464 2.50366  C13 1.077
29 H 2.05181 5.86575 -2.92036  N7 1.013
30 H -0.62666 -4.05415 0.28246  C8 1.074
31 H 0.55878 0.76958 -1.74128  C10 1.079
32 H -3.22875 -0.78050 2.40679  S4 1.344
33 H -1.19924 0.86275 -1.68005  C10 1.081

Its highest occupied orbital energy is -11.196 eV. The gap between HOMO and LUMO is 0.2500 Eh. Its total charge is +1.

And the Mulliken charges, in e, turn out to be: number 1, Cl, carries -0.04; number 2, Cl, carries -0.17; number 3, S, carries 0.09; number 4, S, carries -0.06; number 5, N, carries -0.29; number 6, N, carries -0.54; number 7, N, carries -0.67; number 8, C, carries 0.25; number 9, C, carries -0.70; number 10, C, carries -0.59; number 11, C, carries -0.33; number 12, C, carries -0.67; number 13, C, carries -1.38; number 14, C, carries 0.42; number 15, C, carries -0.73; number 16, H, carries 0.37; number 17, H, carries 0.33; number 18, H, carries 0.52; number 19, H, carries 0.55; number 20, H, carries 0.28; number 21, H, carries 0.42; number 22, H, carries 0.31; number 23, H, carries 0.51; number 24, H, carries 0.28; number 25, H, carries 0.20; number 26, H, carries 0.39; number 27, H, carries 0.30; number 28, H, carries 0.37; number 29, H, carries 0.23; number 30, H, carries 0.38; number 31, H, carries 0.36; number 32, H, carries 0.25; number 33, H, carries 0.35